4 unconnected molecules or ions with the total composition C24H55N2, computed with the ωB97M-V functional and the def2-TZVPD basis.

The geometry in XYZ format:
```
81
C24H55N2 the ωB97M-V functional and the def2-TZVPD basis
H 1.963 8.709 -2.964
H 4.419 -7.668 -0.580
C -4.908 -4.872 -0.061
H -0.116 -7.821 1.773
H 1.916 11.154 -2.623
C -0.884 1.028 1.068
H 2.197 4.308 0.839
C -3.837 -2.568 0.359
H -0.324 3.506 1.946
C 1.466 10.493 -1.882
H 0.462 4.919 -1.195
N 0.507 3.081 1.539
H 0.730 5.137 1.050
H 2.099 -6.977 1.303
C -0.591 3.074 -0.481
H 3.311 -8.689 0.344
H -5.715 -3.267 1.120
C 3.918 7.387 0.850
H 1.105 2.635 2.232
H 0.409 8.015 -1.184
H 2.757 -7.541 -2.446
H -3.774 -1.784 1.124
H 1.610 10.953 -0.904
H -4.311 -2.102 -0.510
C 0.653 3.977 -0.714
H -1.834 -8.141 0.026
H -5.703 -5.379 -2.010
H 4.930 7.550 1.220
H 3.983 -9.269 -1.175
N 0.626 -0.880 0.748
H 0.394 10.448 -2.083
H -1.426 3.620 -0.062
H -1.623 0.767 0.321
C 1.295 -6.703 0.615
C 3.600 -8.385 -0.663
H -0.306 -0.591 2.488
H -5.516 -5.628 0.441
H -2.461 -3.747 -0.823
H 3.478 6.575 1.439
H 3.560 9.466 0.422
H -0.902 2.568 -1.384
H 2.660 -5.761 -0.744
H -0.614 -3.829 0.828
H 1.165 7.700 1.120
C 1.479 8.113 -0.966
H 3.072 8.971 2.024
H 0.546 -8.724 0.431
H -3.941 -5.345 -0.259
H -1.468 -6.424 0.197
C -5.574 -4.498 -1.382
H 3.998 7.055 -0.186
H 1.639 -8.532 -1.541
H 3.170 9.178 -1.792
H 0.696 -0.455 -0.183
H 1.096 -6.098 -1.447
H -4.334 -4.054 1.841
H -1.891 -2.139 -0.435
H 1.915 7.122 -1.143
C -0.148 -0.220 1.484
H -1.530 -2.818 1.946
C -4.731 -3.688 0.890
C 1.129 4.185 0.728
C -1.055 -7.389 -0.108
H 1.313 3.367 -1.309
C 2.428 -7.783 -1.432
H 1.082 9.397 0.719
C 0.018 2.097 0.511
H 0.918 -5.736 0.967
C 1.867 -6.515 -0.791
H -2.084 -4.455 1.569
C 2.092 9.103 -1.953
H -4.979 -3.778 -1.946
H 0.876 1.711 -0.015
C -2.422 -3.004 -0.022
C 3.082 8.657 0.977
C 1.639 8.481 0.511
C 0.176 -7.738 0.723
H -6.560 -4.063 -1.209
H -1.435 1.451 1.902
C -1.621 -3.561 1.150
H -0.826 -7.339 -1.173
```

Output
charge = +1
relative energy (zero: lowest compared OMol25 entry of this formula, charge and spin) = 5.7 kcal/mol
gap between HOMO and LUMO = 9.0 eV
electronic energy = -28753.991 eV